A 10-piece molecular cluster, C27H74NO23S7 overall at a distorted geometry. Source: the OMol25 dataset; level of theory: ωB97M-V/def2-TZVPD.

Last column: Löwdin charge in e.
Cartesian coordinates (Å):
N: -1.810 -1.471 4.482  0.3424
H: -1.553 -2.445 4.404  0.1445
H: -2.819 -1.439 4.453  0.1456
H: -1.432 -0.915 3.729  0.1165
H: -1.433 -1.128 5.354  0.1460
C: 0.664 -1.112 0.244  -0.1353
C: -0.211 0.110 0.359  -0.6259
C: -1.745 -0.368 -0.001  -0.1055
O: -0.128 0.773 1.629  -0.3898
H: 0.696 -1.428 -0.799  0.0530
H: 0.462 -1.900 0.969  0.0589
H: 1.708 -0.855 0.420  0.0572
H: -0.011 0.753 -0.499  0.0904
H: -1.813 -0.935 -0.929  0.0306
H: -2.280 0.565 -0.179  0.0370
H: -2.223 -0.947 0.789  0.0259
C: 0.347 -6.996 5.142  -0.1317
C: -0.172 -6.979 3.710  -0.7564
C: -0.303 -8.451 3.339  -0.1218
O: -1.260 -6.186 3.538  -0.3737
H: 0.734 -5.998 5.347  0.0403
H: 1.306 -7.510 5.217  0.0405
H: -0.217 -7.382 5.992  0.0610
H: 0.546 -6.597 2.984  0.0932
H: 0.651 -8.960 3.476  0.0522
H: -0.507 -8.333 2.275  0.0565
H: -1.117 -8.944 3.871  0.0625
O: -9.189 4.923 2.900  -0.3124
S: -9.559 3.541 2.651  0.7499
O: -10.948 2.995 2.543  -0.3237
O: -8.635 3.177 1.229  -0.2853
C: -8.869 2.078 0.486  -0.3347
C: -7.493 1.362 0.362  -0.0477
C: -8.594 2.541 3.882  -0.0838
H: -9.324 2.471 -0.423  0.1236
H: -9.573 1.426 1.003  0.1091
H: -6.788 2.125 0.031  0.0760
H: -7.374 0.505 -0.302  0.0745
H: -7.094 1.049 1.327  0.0656
H: -9.222 1.678 4.106  0.0671
H: -8.291 3.206 4.691  0.0621
H: -7.619 2.396 3.416  0.0577
O: 5.938 1.224 -3.429  -0.3087
S: 5.357 2.522 -3.161  0.6962
O: 4.814 2.835 -1.797  -0.2897
O: 6.547 3.612 -3.480  -0.3023
C: 7.536 3.277 -4.442  -0.2733
C: 8.196 4.628 -4.860  -0.0604
C: 4.207 2.941 -4.578  -0.1002
H: 7.190 2.708 -5.304  0.1170
H: 8.226 2.783 -3.758  0.1193
H: 7.364 5.277 -5.131  0.0744
H: 8.953 4.471 -5.628  0.0711
H: 8.804 5.079 -4.076  0.0728
H: 4.560 2.528 -5.523  0.0566
H: 4.074 4.012 -4.730  0.0637
H: 3.259 2.428 -4.415  0.0628
O: -2.565 5.662 -2.457  -0.3363
S: -1.110 5.574 -2.813  0.7292
O: -0.044 5.656 -1.771  -0.3050
O: -0.834 4.277 -3.804  -0.2682
C: -1.795 4.073 -4.841  -0.3065
C: -1.134 3.079 -5.790  -0.0509
C: -0.839 7.083 -3.881  -0.1143
H: -2.077 5.012 -5.317  0.1031
H: -2.702 3.701 -4.365  0.1186
H: -0.318 3.672 -6.203  0.0813
H: -1.787 2.970 -6.656  0.0780
H: -1.022 2.189 -5.171  0.0942
H: 0.160 7.070 -4.315  0.0604
H: -0.858 7.969 -3.246  0.0662
H: -1.568 7.089 -4.692  0.0479
O: -4.116 -5.998 -4.465  -0.3414
S: -2.994 -5.025 -4.180  0.7035
O: -1.888 -4.911 -5.123  -0.3072
O: -3.739 -3.549 -4.056  -0.2717
C: -4.096 -2.907 -5.250  -0.3088
C: -5.027 -1.711 -4.989  -0.0700
C: -2.414 -5.240 -2.471  -0.0899
H: -4.676 -3.621 -5.835  0.1143
H: -3.283 -2.494 -5.847  0.1179
H: -4.475 -0.954 -4.432  0.0736
H: -5.942 -1.991 -4.468  0.0766
H: -5.292 -1.208 -5.919  0.0731
H: -3.202 -4.856 -1.822  0.0742
H: -1.506 -4.651 -2.341  0.0762
H: -2.301 -6.319 -2.370  0.0753
O: 7.623 -7.309 -2.862  -0.3003
S: 7.435 -5.877 -3.126  0.6992
O: 8.072 -5.243 -4.288  -0.3129
O: 5.835 -5.567 -3.327  -0.2576
C: 5.385 -4.274 -3.269  -0.3321
C: 4.075 -4.106 -4.086  -0.0486
C: 7.731 -4.851 -1.585  -0.0986
H: 6.123 -3.645 -3.768  0.1083
H: 5.253 -3.816 -2.289  0.1198
H: 3.953 -3.064 -4.384  0.0749
H: 3.183 -4.447 -3.561  0.0732
H: 4.040 -4.704 -4.997  0.0757
H: 7.883 -3.822 -1.913  0.0658
H: 8.636 -5.227 -1.107  0.0604
H: 6.955 -4.930 -0.824  0.0733
O: 5.339 -0.270 3.701  -0.2989
S: 5.837 -1.684 3.564  0.7012
O: 6.099 -2.248 2.262  -0.2948
O: 7.240 -1.848 4.420  -0.2632
C: 7.906 -3.049 4.519  -0.3293
C: 9.272 -2.865 5.226  -0.0586
C: 4.776 -2.830 4.534  -0.1047
H: 8.171 -3.456 3.543  0.1149
H: 7.338 -3.853 4.987  0.1060
H: 9.921 -2.321 4.540  0.0772
H: 9.744 -3.804 5.517  0.0728
H: 9.200 -2.373 6.196  0.0731
H: 5.261 -3.805 4.587  0.0506
H: 3.818 -2.841 4.015  0.0764
H: 4.713 -2.613 5.601  0.0732
O: -2.398 5.383 4.386  -0.2713
S: -3.829 5.517 4.609  0.6856
O: -4.503 4.387 5.308  -0.3416
O: -4.149 6.935 5.432  -0.2814
C: -5.336 6.975 6.209  -0.2630
C: -6.193 8.289 5.875  -0.0472
C: -4.734 5.919 3.090  -0.0955
H: -5.113 6.891 7.272  0.1163
H: -5.916 6.101 5.911  0.0886
H: -6.614 8.244 4.871  0.0648
H: -5.617 9.194 6.071  0.0663
H: -6.972 8.426 6.626  0.0646
H: -4.630 5.052 2.437  0.0796
H: -4.183 6.779 2.710  0.0714
H: -5.723 6.291 3.356  0.0619

## Properties
Orbital gap, eV: 4.37
Highest occupied orbital energy, Ha: -0.1172
Maximum force, eV Å⁻¹: 5.750
Charge: -1
Multiplicity: 1